Computed, not measured: 2 unconnected molecules or ions with the total composition C3H6ClNOS at a distorted geometry, with wB97M-V/def2-TZVPD.

CARTESIAN COORDINATES (ANGSTROEM)
1 Cl -0.200 -0.357 3.372
2 S 0.163 -1.197 1.378
3 O 1.468 -1.766 1.353
4 N -0.941 -2.140 0.899
5 C -0.629 0.954 -0.906
6 C 0.495 0.870 -0.050
7 C 0.754 0.763 -1.587
8 H 1.219 1.618 -2.041
9 H -1.922 -1.918 0.971
10 H -1.324 1.840 -1.073
11 H 0.871 1.422 0.721
12 H 1.207 -0.127 -1.969
13 H -1.161 0.036 -1.067

HOMO energy (spin up / spin down) = -7.8 / -10.8 eV
total charge = 0
gap between HOMO and LUMO (spin up / spin down) = 8.3018 / 7.5951 eV
spin multiplicity = 3
LUMO level (spin up / spin down) = 0.463 / -3.187 eV
expectation value of S² = 2.0167

=====

Computed, not measured: a single C3H6ClNOS molecule at a distorted geometry, with wB97M-V/def2-TZVPD.

CARTESIAN COORDINATES (ANGSTROEM)
1 Cl -0.554 -0.188 3.254
2 S 0.631 1.841 1.182
3 O -0.247 -1.898 1.281
4 N 0.354 0.274 0.722
5 C 0.717 -0.187 -0.698
6 C -0.451 -0.214 -1.643
7 C -0.134 -0.766 1.626
8 H 1.435 0.470 -0.923
9 H -0.631 2.196 1.274
10 H -0.993 0.835 -1.540
11 H -0.022 -0.395 -2.565
12 H -1.206 -0.850 -1.238
13 H 1.102 -1.117 -0.732

HOMO energy (spin up / spin down) = -4.7 / -10.2 eV
total charge = 0
gap between HOMO and LUMO (spin up / spin down) = 5.3577 / 7.2847 eV
spin multiplicity = 3
LUMO level (spin up / spin down) = 0.615 / -2.924 eV
expectation value of S² = 2.0049

=====

Computed, not measured: 2 unconnected molecules or ions with the total composition C3H6ClNS at a distorted geometry, with wB97M-V/def2-TZVPD.

CARTESIAN COORDINATES (ANGSTROEM)
1 Cl 2.480 -1.909 0.077
2 S -0.912 1.101 -0.286
3 N -0.338 -1.473 0.470
4 C 3.282 -0.462 0.020
5 C -2.741 1.363 -0.128
6 C -0.914 -0.466 0.291
7 H -2.847 1.517 0.958
8 H 3.910 -0.397 0.842
9 H -3.259 0.614 -0.679
10 H 3.715 -0.346 -0.986
11 H -3.033 2.317 -0.797
12 H 0.658 -1.860 0.219

HOMO energy (spin up / spin down) = -9.2 / -6.2 eV
total charge = 0
gap between HOMO and LUMO (spin up / spin down) = 9.5740 / 5.3634 eV
LUMO level (spin up / spin down) = 0.419 / -0.881 eV

=====

Computed, not measured: a single C3H6ClO2P molecule at a distorted geometry, with wB97M-V/def2-TZVPD.

CARTESIAN COORDINATES (ANGSTROEM)
1 Cl -0.133 2.483 0.119
2 P -0.034 0.601 -0.559
3 O -0.834 -0.167 0.644
4 O -2.735 -0.574 -0.688
5 C -1.848 -1.087 0.297
6 C 1.622 0.221 0.122
7 C 2.797 0.551 -0.438
8 H 1.499 -0.320 1.111
9 H -3.178 0.313 -0.378
10 H 3.830 0.508 -0.029
11 H -1.338 -2.019 0.027
12 H 2.617 0.773 -1.547
13 H -2.265 -1.283 1.318

HOMO energy = -9.1 eV
total charge = 0
gap between HOMO and LUMO = 9.7885 eV
LUMO level = 0.728 eV

=====

Computed, not measured: a molecular structure, C3H6ClO2Si at a distorted geometry, with wB97M-V/def2-TZVPD.

CARTESIAN COORDINATES (ANGSTROEM)
1 Cl -3.141 0.661 -0.524
2 Si -2.161 -0.867 0.448
3 O 0.875 -2.275 0.026
4 O -1.353 -1.890 -0.468
5 C 1.364 0.695 -0.413
6 C 0.089 -1.452 -0.418
7 C 0.140 -0.132 -0.710
8 H -0.600 0.326 -1.339
9 H 1.951 0.204 0.363
10 H 1.061 1.679 -0.041
11 H -1.579 -0.281 1.643
12 H -3.335 -1.685 0.815
13 H 2.020 0.858 -1.279

HOMO energy = -3.1 eV
total charge = -1
gap between HOMO and LUMO = 6.7134 eV
LUMO level = 3.602 eV

=====

Computed, not measured: a single C3H6ClPS2 molecule at a distorted geometry, with wB97M-V/def2-TZVPD.

CARTESIAN COORDINATES (ANGSTROEM)
1 Cl 2.637 0.724 2.068
2 S 0.573 -0.384 -0.123
3 S -1.973 1.045 -0.375
4 P 2.634 1.103 0.118
5 C -0.998 2.305 0.387
6 C 1.053 -1.852 -0.910
7 C -1.021 -0.252 -0.794
8 H -0.725 2.074 1.386
9 H 2.005 -2.183 -0.383
10 H 1.131 -1.680 -1.910
11 H 0.265 -2.656 -0.691
12 H -1.721 3.128 0.438
13 H -0.173 2.565 -0.238

HOMO energy (spin up / spin down) = -7.2 / -7.2 eV
total charge = 0
gap between HOMO and LUMO (spin up / spin down) = 6.1240 / 6.1246 eV
LUMO level (spin up / spin down) = -1.042 / -1.042 eV

=====

Computed, not measured: a molecular structure, C3H6CoIO3 at a distorted geometry, with wB97M-V/def2-TZVPD.

CARTESIAN COORDINATES (ANGSTROEM)
1 I -2.416 3.555 0.821
2 Co -3.300 4.996 -1.352
3 O 0.639 -0.428 1.306
4 O 1.202 -1.645 -0.346
5 O -0.587 -0.319 -0.774
6 C 1.291 -2.100 -1.694
7 C 0.310 -0.748 -0.018
8 C -0.114 0.575 1.936
9 H 1.619 -1.205 -2.223
10 H 0.280 -2.357 -2.011
11 H -0.551 1.267 1.216
12 H -0.896 0.092 2.521
13 H 0.537 1.230 2.516
14 H 1.986 -2.915 -1.897

HOMO energy (spin up / spin down) = -13.2 / -13.2 eV
total charge = +1
gap between HOMO and LUMO (spin up / spin down) = 5.7557 / 4.9039 eV
spin multiplicity = 4
LUMO level (spin up / spin down) = -7.451 / -8.297 eV
expectation value of S² = 3.7662

=====

Computed, not measured: 2 unconnected molecules or ions with the total composition C3H6F2O at a distorted geometry, with wB97M-V/def2-TZVPD.

CARTESIAN COORDINATES (ANGSTROEM)
1 F -0.970 1.074 1.498
2 F -2.668 -0.710 -0.257
3 O -0.634 1.832 -0.988
4 C 0.952 0.205 0.445
5 C -0.548 0.393 0.411
6 C -1.311 -0.795 -0.081
7 H 1.101 -0.853 0.667
8 H -0.873 -1.048 -0.958
9 H -1.183 -1.476 0.828
10 H 1.297 0.509 -0.453
11 H -0.932 2.644 -0.529
12 H 1.229 0.950 1.242

HOMO energy = -10.1 eV
total charge = 0
gap between HOMO and LUMO = 10.4777 eV
LUMO level = 0.419 eV

=====

Computed, not measured: a single C3H6FNOS molecule at a distorted geometry, with wB97M-V/def2-TZVPD.

CARTESIAN COORDINATES (ANGSTROEM)
1 S 2.017 1.477 -0.884
2 F -1.287 0.389 -1.315
3 O 0.572 -0.527 0.964
4 N 0.396 0.839 1.150
5 C -0.626 -0.827 -1.202
6 C 1.100 1.729 0.460
7 C -0.466 -1.215 0.260
8 H -0.179 -2.245 0.262
9 H 0.340 -0.716 -1.692
10 H -0.088 1.057 2.006
11 H -1.455 -1.136 0.766
12 H -1.223 -1.564 -1.697
13 H 0.897 2.740 0.922

HOMO energy = -8.4 eV
total charge = 0
gap between HOMO and LUMO = 9.1664 eV
LUMO level = 0.743 eV

=====

Computed, not measured: 2 unconnected molecules or ions with the total composition C3H6FO2 at a distorted geometry, with wB97M-V/def2-TZVPD.

CARTESIAN COORDINATES (ANGSTROEM)
1 F -2.579 2.250 -2.808
2 O -0.386 -1.153 0.643
3 O 1.330 0.277 0.212
4 C 0.782 -0.699 0.793
5 C 1.677 -1.469 1.802
6 C -1.795 1.586 -1.885
7 H 2.208 -2.270 1.261
8 H -1.921 2.031 -0.883
9 H -0.731 1.653 -2.167
10 H 2.423 -0.801 2.263
11 H -2.080 0.522 -1.835
12 H 1.072 -1.927 2.603

HOMO energy = -4.0 eV
total charge = -1
gap between HOMO and LUMO = 7.9446 eV
LUMO level = 3.949 eV

=====

Electronic energy across the listed records, respectively: -1106.04904; -1106.07609; -1030.84260; -1069.90847; -1018.18754; -1715.68220; -2023.66373; -392.77345; -745.87266; -368.30395 hartree.